Entry 1:
This record from OMol25 describes 3 unconnected molecules or ions with the total composition C12H19N4OP. The level of theory is wB97M-V/def2-TZVPD.

Calculated values
spin multiplicity	1
SMILES string	N=[PH2][C@H]1CCNC1=O.c1cc[nH]c1.c1cc[nH]c1
F_max	8.2	eV/Å
LUMO energy	0.120	eV

Positions of all 37 atoms, in Å:
N: -0.282 0.713 -0.782
P: -1.434 1.722 -0.203
C: -2.976 1.717 -1.350
C: -3.866 0.353 -1.552
C: -4.729 0.426 -0.155
N: -5.345 1.834 -0.289
C: -4.164 2.696 -0.780
O: -4.041 4.025 -0.805
H: -0.693 0.270 -1.652
H: -1.829 1.393 1.171
H: -0.917 3.067 -0.164
H: -2.592 2.186 -2.352
H: -3.341 -0.644 -1.869
H: -4.671 0.683 -2.359
H: -3.908 0.433 0.711
H: -5.430 -0.458 0.151
H: -5.704 2.075 0.668
C: 5.051 1.956 0.126
C: 4.620 0.801 0.820
C: 3.350 0.506 0.379
N: 2.997 1.447 -0.554
C: 4.031 2.332 -0.719
H: 6.004 2.460 0.230
H: 5.177 0.243 1.562
H: 2.668 -0.289 0.649
H: 2.113 1.481 -1.045
H: 3.951 3.152 -1.420
C: 2.239 -4.618 0.852
C: 1.707 -3.648 -0.031
C: 1.039 -2.718 0.734
N: 1.146 -3.095 2.047
C: 1.880 -4.249 2.129
H: 2.822 -5.490 0.585
H: 1.802 -3.629 -1.109
H: 0.498 -1.823 0.457
H: 0.746 -2.599 2.833
H: 2.083 -4.710 3.087

natural (NBO) atomic charge list, values in e, 8 entries: -1.321 1.264 -0.629 -0.423 -0.243 -0.653 0.678 -0.566

=====

Entry 2:
This record from OMol25 describes a molecular structure, C12H19N6S5SbTl. The level of theory is wB97M-V/def2-TZVPD.

Calculated values
spin multiplicity	2
<S²>	0.771
F_max	2.8	eV/Å
LUMO energy (alpha / beta)	4.318 / 4.317	eV
total charge	-2
energy above the lowest of the compared OMol25 structures with the same formula, charge and spin	0.0	kJ/mol

Positions of all 44 atoms, in Å:
Tl: -11.950 -7.783 -9.460
N: -9.328 -10.265 -12.519
C: -10.240 -9.433 -11.853
S: -9.519 -8.649 -10.505
N: -11.463 -9.356 -12.313
N: -12.327 -8.540 -11.574
C: -13.432 -8.146 -12.207
C: -14.406 -7.424 -11.509
C: -15.616 -6.965 -12.101
C: -16.532 -6.346 -11.316
C: -16.203 -5.982 -9.977
C: -15.027 -6.490 -9.475
N: -14.143 -7.190 -10.186
H: -8.748 -10.659 -11.850
H: -9.842 -10.880 -13.138
H: -13.438 -8.341 -13.281
H: -15.696 -7.111 -13.151
H: -17.515 -6.070 -11.750
H: -16.927 -5.561 -9.313
H: -14.686 -6.319 -8.445
S: -13.685 -5.077 -5.966
Sb: -11.565 -6.044 -6.448
S: -12.087 -8.469 -7.120
S: -11.404 -5.438 -8.806
C: -9.592 -7.519 -14.925
C: -10.873 -6.698 -14.938
N: -10.804 -5.736 -13.833
C: -10.474 -4.445 -13.979
S: -10.536 -3.607 -15.430
N: -10.068 -3.810 -12.868
C: -9.484 -4.516 -11.724
C: -8.182 -5.235 -12.080
H: -9.588 -8.357 -15.622
H: -9.391 -7.891 -13.921
H: -8.716 -6.861 -15.162
H: -11.723 -7.341 -14.723
H: -10.981 -6.139 -15.836
H: -10.977 -6.138 -12.906
H: -9.869 -2.829 -13.056
H: -10.150 -5.263 -11.310
H: -9.276 -3.831 -10.908
H: -8.230 -5.852 -13.011
H: -7.873 -5.904 -11.297
H: -7.350 -4.534 -12.251

Löwdin atomic charge list, values in e, 8 entries: 0.083 0.007 -0.956 0.520 -0.026 -0.187 -0.162 -0.303

=====

Entry 3:
This record from OMol25 describes a single C12H19NSi molecule. The level of theory is wB97M-V/def2-TZVPD.

Calculated values
spin multiplicity	1
SMILES string	C/N=C(\C[Si](C)(C)C)c1ccccc1
F_max	5.1	eV/Å
LUMO energy	0.854	eV
energy above the lowest of the compared OMol25 structures with the same formula, charge and spin	347.2	kJ/mol

Positions of all 33 atoms, in Å:
C: 0.021 3.250 -1.413
N: -0.119 2.540 -0.179
C: -0.464 1.361 -0.026
C: -0.739 0.213 -1.498
Si: 0.500 -1.170 -1.534
C: 0.528 -1.832 -3.376
C: 2.261 -0.599 -0.893
C: -0.095 -2.724 -0.400
C: -0.655 0.858 1.355
C: -1.679 -0.011 1.763
C: -1.823 -0.287 3.094
C: -0.859 0.075 4.014
C: 0.201 0.852 3.578
C: 0.322 1.219 2.244
H: 1.018 3.085 -1.814
H: 0.209 4.266 -1.047
H: -0.805 3.014 -2.114
H: -0.664 0.922 -2.310
H: -1.591 -0.336 -1.286
H: 0.055 -1.019 -4.128
H: 1.557 -2.033 -3.705
H: 0.017 -2.786 -3.489
H: 3.103 -0.860 -1.669
H: 2.478 0.317 -0.394
H: 2.301 -1.293 0.048
H: -1.139 -2.711 -0.474
H: 0.289 -3.617 -0.777
H: 0.099 -2.563 0.620
H: -2.524 -0.339 1.056
H: -2.638 -0.715 3.570
H: -1.124 -0.158 5.051
H: 0.856 1.321 4.283
H: 1.105 1.761 1.848

natural (NBO) atomic charge list, values in e, 8 entries: -0.456 -0.458 0.390 -0.963 1.576 -1.094 -1.117 -1.029

=====

Entry 4:
This record from OMol25 describes a molecular structure, C12H19O4PPd. The level of theory is wB97M-V/def2-TZVPD.

Calculated values
spin multiplicity	3
<S²>	2.017
F_max	9.9	eV/Å
LUMO energy (alpha / beta)	-7.701 / -8.416	eV
total charge	+2
energy above the lowest of the compared OMol25 structures with the same formula, charge and spin	300.3	kJ/mol

Positions of all 37 atoms, in Å:
Pd: -1.211 -0.355 -1.654
C: 0.295 -1.260 -2.293
O: 1.226 -1.819 -2.688
C: -2.020 -0.737 -3.334
O: -2.481 -0.985 -4.361
C: -0.545 1.289 -2.348
O: -0.124 2.274 -2.775
C: -1.912 -1.978 -0.946
O: -2.319 -2.972 -0.524
C: -2.671 0.837 -0.300
H: -2.870 0.221 0.570
H: -2.210 1.799 -0.108
C: -3.322 0.596 -1.495
H: -3.380 1.367 -2.256
H: -4.040 -0.212 -1.579
C: 2.608 1.572 -0.296
C: 2.251 0.231 0.343
P: 0.443 -0.119 0.224
C: 0.535 -1.893 0.779
C: 1.411 -2.178 2.001
C: -0.158 1.254 1.323
C: 0.610 1.460 2.633
H: 2.290 1.585 -1.360
H: 3.707 1.719 -0.255
H: 2.130 2.420 0.233
H: 2.788 -0.554 -0.231
H: 2.624 0.201 1.383
H: -0.479 -2.220 1.066
H: 0.908 -2.527 -0.051
H: 1.067 -1.602 2.879
H: 1.335 -3.257 2.251
H: 2.481 -1.976 1.801
H: -0.154 2.211 0.761
H: -1.172 1.010 1.670
H: 1.647 1.808 2.471
H: 0.104 2.252 3.224
H: 0.609 0.537 3.242

natural (NBO) atomic charge list, values in e, 8 entries: 0.483 0.513 -0.333 0.490 -0.309 0.526 -0.325 0.529

=====

Entry 5:
This record from OMol25 describes a molecular structure, C12H20Cl2N2Sn. The level of theory is wB97M-V/def2-TZVPD.

Calculated values
spin multiplicity	1
F_max	3.3	eV/Å
LUMO energy (alpha / beta)	0.166 / 0.166	eV
energy above the lowest of the compared OMol25 structures with the same formula, charge and spin	23.1	kJ/mol

Positions of all 37 atoms, in Å:
Sn: -1.844 -0.413 1.966
Cl: -2.840 -2.429 1.350
Cl: -2.452 0.142 4.158
C: -1.291 0.975 0.354
H: -0.295 1.413 0.483
H: -2.123 1.655 0.163
C: 0.288 0.071 -2.237
C: 0.345 1.440 -2.130
H: 1.077 -0.558 -1.819
C: -0.751 2.349 -2.586
H: 1.201 1.909 -1.633
C: -2.080 1.586 -2.780
H: -0.877 3.174 -1.870
H: -0.476 2.804 -3.552
C: -1.841 0.291 -3.553
H: -2.483 1.361 -1.790
H: -2.797 2.228 -3.316
C: -0.908 -0.657 -2.772
H: -2.801 -0.197 -3.772
H: -1.369 0.535 -4.511
H: -1.467 -1.131 -1.946
H: -0.588 -1.472 -3.441
C: 3.183 0.673 3.500
C: 2.191 -0.236 2.904
C: 2.333 -1.367 2.104
C: 1.055 -1.825 1.783
N: 0.163 -1.031 2.432
N: 0.878 -0.075 3.091
C: 0.689 -2.967 0.930
H: 3.406 0.395 4.538
H: 4.116 0.620 2.930
H: 2.840 1.713 3.491
H: 3.257 -1.803 1.772
H: 0.426 0.653 3.643
H: 1.330 -2.974 0.038
H: 0.864 -3.914 1.461
H: -0.359 -2.942 0.617

natural (NBO) atomic charge list, values in e, 8 entries: 1.599 -0.479 -0.529 -1.190 0.190 0.185 -0.168 -0.184

=====

Entry 6:
This record from OMol25 describes a molecular structure, C12H20Cl4O6. The level of theory is wB97M-V/def2-TZVPD.

Calculated values
spin multiplicity	1
F_max	8.8	eV/Å
LUMO energy	0.087	eV
energy above the lowest of the compared OMol25 structures with the same formula, charge and spin	1212.6	kJ/mol

Positions of all 42 atoms, in Å:
C: 2.656 1.605 -0.002
C: 1.233 1.387 0.335
C: 1.005 1.300 1.901
O: -0.221 1.897 2.045
C: -0.578 2.622 0.972
O: -1.617 3.284 0.858
O: 0.373 2.473 0.047
H: 3.305 0.828 0.400
H: 3.025 2.543 0.415
H: 2.717 1.731 -1.083
H: 0.814 0.471 -0.080
H: 1.846 1.776 2.405
H: 1.024 0.249 2.191
C: -0.630 -2.213 -1.178
C: 0.788 -2.372 -0.375
C: 1.331 -1.132 0.309
O: 1.332 -1.516 1.712
C: 0.829 -2.696 1.871
O: 0.811 -3.300 2.912
O: 0.490 -3.222 0.655
H: -1.101 -3.119 -1.558
H: -0.448 -1.460 -1.945
H: -1.435 -1.888 -0.519
H: 1.559 -2.862 -0.969
H: 0.684 -0.261 0.208
H: 2.364 -0.980 -0.003
Cl: 1.416 0.430 -3.973
C: 0.836 0.132 -2.284
C: -0.574 0.721 -2.099
Cl: -1.198 0.340 -0.511
H: 1.551 0.523 -1.559
H: 0.781 -0.956 -2.225
H: -1.233 0.202 -2.795
H: -0.684 1.804 -2.145
Cl: -3.749 -1.489 1.820
C: -2.669 -0.550 0.692
C: -2.991 0.944 0.612
Cl: -2.845 1.941 2.105
H: -2.794 -1.137 -0.217
H: -1.639 -0.645 1.037
H: -3.964 1.110 0.149
H: -2.400 1.483 -0.129

natural (NBO) atomic charge list, values in e, 8 entries: -0.654 0.071 -0.124 -0.491 0.994 -0.599 -0.520 0.232

=====

- Look up the F_max of the sixth one.
  8.8 eV/Å